No. 1
Formula: C28H84N4O14
Source: OMol25
Level of theory: ωB97M-V/def2-TZVPD

**Energy relative to the best compared isomer or geometry (same formula, charge and spin)**: 0.00 kcal/mol
**2S+1**: 1
**Total charge**: 0
**HOMO energy**: -0.3542 Ha
**Orbital gap**: 10.032 eV
**DFT total energy**: -2389.58191 hartree

Geometry as XYZ:
```
130
Properties=species:S:1:pos:R:3:forces:R:3:lowdin_charge:R:1
C 6.0963 -18.8681 14.5739 0.1 -0.5 -0.1 -0.134
O 6.1730 -18.2713 13.2801 -0.3 0.3 0.0 -0.121
H 5.1104 -18.8252 15.0421 -0.1 0.1 -0.3 0.055
H 6.3286 -19.9096 14.3622 0.0 -0.1 0.4 0.073
H 6.8117 -18.4763 15.3005 0.2 0.2 -0.2 0.079
H 5.9212 -17.3408 13.2818 0.1 0.0 0.3 0.093
C 7.3039 -25.1233 16.0550 -0.2 0.7 0.5 -0.115
O 8.1539 -25.0361 17.2169 -0.3 -0.6 -0.2 -0.138
H 7.9123 -24.8112 15.2064 -0.4 -0.2 -0.4 0.078
H 6.7861 -26.0746 15.9159 0.6 -0.3 0.0 0.078
H 6.4919 -24.4197 16.2426 0.2 0.3 -0.3 0.067
H 8.8588 -25.6800 17.0964 0.1 0.1 0.2 0.089
C 3.6755 -20.5390 11.8685 -0.9 -0.6 1.0 -0.182
O 3.7861 -19.1412 11.9138 0.3 0.3 -0.2 -0.123
H 4.5793 -21.1440 11.7370 0.3 0.5 -0.4 0.079
H 3.2542 -20.8962 12.8201 0.0 -0.1 -0.1 0.042
H 2.9334 -20.8085 11.1153 0.2 0.1 -0.2 0.080
H 4.5037 -18.8760 12.5144 0.1 -0.2 -0.3 0.032
C 3.4958 -16.8391 16.4563 -0.6 -0.2 -0.5 -0.162
O 3.7758 -15.4558 16.3584 0.2 0.2 0.1 -0.110
H 4.2984 -17.4384 16.8969 0.0 0.2 0.1 0.056
H 2.5476 -17.0375 16.9635 0.1 0.0 0.2 0.060
H 3.3408 -17.1763 15.4285 0.2 -0.1 0.0 0.066
H 3.7496 -15.0552 17.2319 0.0 -0.1 0.0 0.070
C -0.7160 -21.7509 17.1069 1.0 -0.2 0.4 -0.146
O 0.4906 -22.3949 17.5390 -0.1 0.6 0.1 -0.164
H -0.5783 -20.6659 17.1075 -0.2 0.1 0.0 0.055
H -0.8903 -22.0621 16.0787 -0.3 -0.1 0.1 0.076
H -1.5202 -22.0226 17.7930 -0.3 0.1 -0.3 0.077
H 0.8062 -21.8768 18.3124 -0.1 -0.6 -0.3 0.014
C 1.1202 -20.9930 21.0102 0.3 0.4 0.2 -0.601
O 1.2766 -21.0132 19.7729 0.0 0.5 1.0 -0.036
N 0.8364 -22.1345 21.6808 0.0 -0.3 -0.7 0.168
N 1.2599 -19.8745 21.7799 0.0 -0.7 -1.6 0.193
H 0.6571 -22.9149 21.0669 -0.1 -0.1 0.4 0.115
H 0.5249 -22.1363 22.6301 -0.1 -0.1 0.1 0.104
H 1.4548 -19.0146 21.2729 0.0 0.4 0.5 0.070
H 1.1906 -19.9368 22.7723 0.0 0.3 0.2 0.101
C 0.8643 -17.2086 19.3349 -0.3 -1.3 0.2 -0.666
O 1.3714 -17.1073 20.4530 0.2 0.2 -0.3 -0.007
N 0.8331 -18.3872 18.6472 0.0 0.2 0.1 0.178
N 0.2182 -16.1939 18.7006 -0.1 0.9 -0.1 0.164
H 0.3013 -18.4494 17.7901 0.3 -0.1 0.0 0.055
H 1.1605 -19.2532 19.0799 -0.1 0.3 -0.2 0.063
H -0.2914 -16.3168 17.8497 0.2 -0.3 -0.2 0.077
H 0.2255 -15.2583 19.0600 0.2 -0.1 0.4 0.104
C -0.2102 -17.3987 13.6004 0.7 -0.2 -0.1 -0.041
C -0.1748 -18.6156 14.5300 -0.7 0.4 -0.5 -0.475
C 1.0155 -19.5138 14.4197 0.1 -0.2 0.2 -0.044
O -0.1692 -18.1028 15.8714 -0.3 -0.1 0.4 -0.093
H 0.6881 -16.7958 13.7604 0.0 0.0 0.1 0.084
H -1.0747 -16.7672 13.8128 -0.1 -0.1 -0.1 0.075
H -0.1986 -17.6573 12.5399 -0.2 -0.2 0.1 0.085
H -1.0716 -19.2284 14.3525 -0.1 0.2 0.2 0.138
H 1.0352 -20.0672 13.4813 0.2 0.4 -0.2 0.093
H 0.9434 -20.2872 15.1866 0.2 0.2 0.2 0.062
H 1.9038 -18.8996 14.5762 0.2 -0.4 -0.2 0.077
H -0.9217 -17.5058 15.9510 0.0 -0.1 -0.1 0.085
C 1.0856 -25.9349 15.3699 -0.6 -0.6 0.4 -0.052
C 2.1261 -26.7692 16.1174 -0.2 0.7 0.2 -0.474
C 3.3210 -25.9112 16.5341 0.8 -1.2 -0.5 -0.047
O 1.5639 -27.3500 17.3037 0.0 0.0 -0.1 -0.050
H 1.5283 -25.4672 14.4911 -0.1 0.0 0.0 0.062
H 0.6040 -25.1856 16.0013 0.4 0.2 0.1 0.077
H 0.2585 -26.5977 15.0943 0.1 0.0 -0.4 0.076
H 2.4157 -27.5958 15.4655 0.4 0.2 -0.1 0.129
H 3.1671 -25.4282 17.4944 -0.3 0.3 -0.2 0.067
H 3.6363 -25.2580 15.7190 -0.4 0.4 0.2 0.068
H 4.1972 -26.5586 16.6537 -0.1 -0.1 0.3 0.076
H 1.3319 -28.2561 17.0878 -0.1 0.0 0.1 0.081
C 4.1935 -21.0846 17.7440 -0.1 -0.7 -0.1 -0.028
C 4.4129 -22.1103 16.6240 -1.7 0.7 -0.3 -0.476
C 3.4180 -21.8990 15.4821 -0.3 -0.1 0.0 -0.044
O 5.7078 -21.9856 16.0801 0.4 -0.2 0.6 -0.061
H 4.3387 -20.0661 17.3813 0.2 0.0 0.1 0.068
H 4.8796 -21.3719 18.5453 0.1 0.6 0.1 0.070
H 3.1862 -21.1575 18.1591 0.0 0.0 -0.1 0.062
H 4.1958 -23.0955 17.0566 0.4 -0.2 -0.1 0.108
H 3.5315 -22.6449 14.6924 0.3 0.1 -0.1 0.063
H 3.5193 -20.8957 15.0636 0.2 0.0 -0.1 0.055
H 2.3746 -21.9909 15.7942 0.2 -0.1 0.4 0.062
H 6.2992 -21.9489 16.8541 0.4 0.0 -0.3 0.055
C 5.5341 -16.6567 20.0154 -0.3 -0.7 -0.1 -0.051
C 6.1889 -18.0369 20.0689 1.1 1.7 -0.6 -0.470
C 6.9344 -18.3786 18.7792 -0.1 -1.1 0.0 -0.060
O 7.1763 -18.0319 21.1006 -0.4 -0.9 0.9 -0.060
H 5.1305 -16.4077 20.9961 0.0 0.1 0.0 0.082
H 4.6978 -16.7060 19.3130 0.1 0.3 -0.1 0.063
H 6.2733 -15.9217 19.6957 -0.1 0.1 0.0 0.081
H 5.4314 -18.7819 20.3016 0.2 -0.2 0.2 0.137
H 7.4623 -19.3098 19.0050 0.0 -0.1 -0.2 0.070
H 7.7160 -17.6759 18.4853 -0.2 0.4 0.2 0.084
H 6.2930 -18.5762 17.9163 -0.1 0.1 0.1 0.053
H 7.8087 -17.3170 21.0103 -0.2 0.2 -0.4 0.084
C 4.8127 -24.0251 19.7601 -0.4 0.6 -0.4 -0.046
C 4.7262 -24.7333 21.0893 0.4 -0.4 0.6 -0.477
C 3.3090 -24.9188 21.6148 -0.1 -0.2 0.1 -0.054
O 5.3296 -26.0344 21.0866 -0.2 -0.3 -0.2 -0.054
H 5.7458 -23.4794 19.6031 0.1 -0.2 0.1 0.078
H 4.0105 -23.2797 19.7531 0.1 0.1 -0.1 0.072
H 4.6515 -24.6531 18.8842 0.0 -0.3 0.2 0.063
H 5.2958 -24.1569 21.8272 -0.3 0.3 0.0 0.135
H 2.7376 -23.9903 21.6483 0.3 0.1 0.0 0.048
H 3.3636 -25.3372 22.6210 0.0 0.1 0.0 0.078
H 2.7210 -25.6305 21.0305 0.2 0.0 -0.3 0.086
H 6.2670 -25.9734 21.2794 0.0 0.2 -0.1 0.083
C 10.4580 -22.2397 17.8116 0.6 0.5 0.0 -0.050
C 9.1566 -21.5762 17.3507 -0.1 -1.5 0.0 -0.457
C 9.0599 -21.6243 15.8467 0.3 0.9 -1.0 -0.054
O 8.0708 -22.2975 17.9426 -0.7 0.2 0.2 -0.089
H 11.3483 -21.7971 17.3523 -0.2 0.2 -0.1 0.078
H 10.4746 -23.2876 17.5077 -0.2 0.0 0.0 0.072
H 10.6308 -22.1894 18.8867 -0.3 0.0 0.0 0.079
H 9.0129 -20.5482 17.6836 0.3 0.0 0.2 0.126
H 9.1218 -22.6153 15.3941 0.0 -0.2 0.4 0.078
H 9.8837 -21.0403 15.4165 0.0 -0.1 0.1 0.086
H 8.1587 -21.1493 15.4548 -0.2 -0.1 0.3 0.059
H 8.0848 -23.2387 17.6834 0.4 0.2 0.1 0.044
C 3.9565 -24.6303 11.8581 0.3 0.0 0.0 -0.061
C 4.4356 -26.0850 11.8540 0.2 1.4 0.1 -0.489
C 5.9260 -26.1281 12.1470 0.8 -0.8 -0.5 -0.057
O 3.6641 -26.8047 12.8007 0.5 -0.5 0.2 -0.049
H 2.8915 -24.6359 11.6189 0.0 0.4 0.1 0.080
H 4.5058 -24.0000 11.1551 -0.2 -0.2 -0.3 0.079
H 4.1590 -24.1628 12.8243 -0.3 -0.2 0.2 0.070
H 4.2854 -26.4755 10.8430 0.0 -0.3 0.0 0.133
H 6.4641 -25.6185 11.3416 -0.3 0.3 0.0 0.082
H 6.3536 -27.1340 12.0753 -0.4 -0.1 0.2 0.079
H 6.3052 -25.7001 13.0752 -0.6 0.1 0.2 0.067
H 2.7385 -26.5702 12.6905 0.0 0.0 -0.1 0.072
```
Forces are in eV/Å.



No. 2
Formula: C28H84N6O10P2S8
Source: OMol25
Level of theory: ωB97M-V/def2-TZVPD

**Energy relative to the best compared isomer or geometry (same formula, charge and spin)**: 0.00 kcal/mol
**2S+1**: 1
**Total charge**: 0
**HOMO energy**: -0.3021 Ha
**Orbital gap**: 8.417 eV
**DFT total energy**: -6066.16586 hartree

Geometry as XYZ:
```
138
Properties=species:S:1:pos:R:3:forces:R:3:lowdin_charge:R:1
O -6.8001 2.5787 1.0218 -0.1 0.4 -1.0 -0.275
P -7.1082 2.0578 2.3516 -0.1 0.0 0.7 0.449
N -8.5419 1.2390 2.3523 -0.6 -0.9 -0.9 -0.312
C -9.0003 0.4666 3.4879 0.2 0.9 0.9 -0.107
C -9.5082 1.5115 1.2802 0.5 0.6 0.3 -0.093
N -7.1815 3.2722 3.4781 0.4 0.1 0.3 -0.292
C -7.0154 3.1297 4.9116 0.4 0.1 0.3 -0.125
C -7.6889 4.5720 3.0391 0.0 -0.5 -0.2 -0.100
N -6.0540 0.9482 2.9688 -0.3 -0.4 0.5 -0.296
C -4.8203 1.3740 3.6014 0.9 -0.2 -0.8 -0.106
C -6.0042 -0.3438 2.2721 1.0 0.1 0.9 -0.100
H -8.2780 -0.2905 3.7964 -0.1 -0.2 -0.2 0.068
H -9.9833 0.0337 3.3249 0.1 -0.2 -0.3 0.079
H -9.1178 1.1295 4.3596 -0.1 -0.2 0.0 0.070
H -8.9818 1.5750 0.3302 -0.1 -0.2 -0.1 0.071
H -9.9771 2.4916 1.4279 -0.3 -0.1 0.0 0.078
H -10.2695 0.7368 1.2655 0.0 -0.1 -0.1 0.075
H -7.2993 2.1510 5.2980 -0.2 0.0 -0.1 0.072
H -5.9783 3.2827 5.2322 0.0 0.1 -0.1 0.068
H -7.5826 3.9115 5.4192 -0.3 -0.2 0.0 0.082
H -7.1438 5.3823 3.5216 0.0 0.0 0.0 0.083
H -7.5510 4.6232 1.9614 0.0 0.2 0.0 0.070
H -8.7551 4.6501 3.2770 0.0 0.2 0.0 0.082
H -4.3726 2.2055 3.0448 -0.1 0.3 0.4 0.098
H -4.8929 1.5792 4.6628 -0.2 0.2 0.1 0.062
H -4.0710 0.5831 3.4948 -0.2 -0.1 0.1 0.064
H -5.0090 -0.4624 1.8264 -0.3 0.2 -0.6 0.071
H -6.8102 -0.4049 1.5526 0.0 -0.3 -0.1 0.079
H -5.9994 -1.1581 3.0077 -0.6 0.0 -0.1 0.082
O 1.8797 1.3844 1.6261 -0.1 -0.2 0.4 -0.268
P 1.0905 0.7501 0.5596 0.4 -0.8 -0.9 0.501
N 1.8677 -0.6025 -0.0767 0.4 -0.5 0.1 -0.289
C 3.0482 -1.1329 0.6121 0.3 1.8 0.3 -0.095
C 1.7367 -1.0779 -1.4353 -0.1 0.1 -0.1 -0.128
N 0.8257 1.6482 -0.7902 -1.1 -0.2 -0.6 -0.291
C -0.4539 2.1962 -1.2401 0.6 0.1 0.5 -0.111
C 1.9156 1.9717 -1.7080 0.0 0.1 1.3 -0.091
N -0.3971 0.2166 1.0498 -0.6 0.6 0.2 -0.294
C -0.7179 0.1255 2.4659 0.1 0.7 -0.1 -0.084
C -1.3264 -0.4351 0.1650 -0.5 -0.5 -0.3 -0.127
H 3.8312 -0.3598 0.5631 0.3 -0.3 -0.2 0.088
H 3.4339 -2.0423 0.1606 -0.3 -0.2 0.1 0.068
H 2.8836 -1.1925 1.6873 -0.2 -0.5 -0.1 0.070
H 1.6819 -2.1708 -1.4648 0.0 0.0 0.1 0.085
H 2.5917 -0.7728 -2.0581 0.0 -0.1 0.0 0.062
H 0.8385 -0.6818 -1.9052 0.0 0.0 -0.1 0.058
H -1.2443 2.0339 -0.5140 0.1 0.0 0.1 0.076
H -0.3118 3.2768 -1.3164 -0.3 0.0 -0.4 0.048
H -0.7189 1.7246 -2.1917 -0.1 0.3 -0.1 0.072
H 2.7049 1.2396 -1.5528 0.2 0.1 -0.3 0.063
H 1.5464 1.9773 -2.7311 0.1 -0.1 -0.1 0.074
H 2.3067 2.9443 -1.3914 0.1 0.1 -0.5 0.088
H -0.3497 -0.7979 2.9211 -0.1 0.0 0.1 0.072
H -0.2912 0.9910 2.9724 0.3 -0.2 0.1 0.078
H -1.7962 0.2364 2.6020 -0.1 -0.3 -0.1 0.065
H -2.3641 -0.1533 0.3867 0.1 0.1 0.2 0.083
H -1.3026 -1.5344 0.2048 0.3 0.0 0.1 0.087
H -1.1869 -0.1481 -0.8753 0.3 0.0 0.0 0.051
C 4.4302 0.6020 -4.2692 0.2 0.3 0.1 -0.281
S 4.9656 0.4945 -5.9784 -0.3 0.1 -0.3 0.818
O 6.0960 -0.4670 -6.0117 0.2 -0.2 0.2 -0.560
C 3.5377 -0.4400 -6.5818 -0.6 -0.1 0.4 -0.257
H 3.5615 1.2507 -4.1533 -0.2 -0.2 -0.2 0.049
H 5.2467 1.0808 -3.7273 0.1 -0.2 0.1 0.054
H 4.2379 -0.4080 -3.9110 0.0 0.0 0.1 0.038
H 3.9162 -1.1674 -7.2941 0.1 0.1 -0.1 0.052
H 2.7670 0.1942 -7.0200 0.3 0.2 -0.2 0.045
H 3.0534 -0.9479 -5.7453 0.2 -0.2 0.0 0.039
C 0.3709 -5.7578 4.7458 -0.4 -0.1 -0.1 -0.260
S 0.6421 -4.1961 3.9054 0.4 0.3 0.0 0.795
O 1.0278 -4.5542 2.5143 -0.1 -0.1 -0.2 -0.553
C -1.0714 -3.6404 3.8219 -0.3 -0.8 0.0 -0.258
H -0.5074 -6.2366 4.3122 0.1 -0.1 0.0 0.049
H 0.2215 -5.5999 5.8129 0.1 0.0 0.0 0.056
H 1.2495 -6.3648 4.5451 0.1 0.0 0.1 0.053
H -1.1981 -3.1492 2.8605 0.2 0.4 0.2 0.038
H -1.3282 -3.0285 4.6823 0.0 0.2 -0.1 0.054
H -1.7079 -4.5280 3.7949 -0.1 0.1 0.1 0.045
C 4.2100 -5.0741 -1.0564 -0.2 0.3 1.3 -0.269
S 5.7930 -5.9480 -1.0900 -0.9 -0.7 -1.0 0.820
O 5.5170 -7.3108 -0.5605 0.2 0.1 0.5 -0.561
C 5.6617 -6.1861 -2.8834 -0.1 1.1 -0.6 -0.272
H 3.3799 -5.7347 -1.3041 0.2 -0.1 -0.6 0.068
H 4.2638 -4.1468 -1.6224 -0.1 -0.1 -0.2 0.035
H 4.0121 -4.8138 -0.0118 0.2 0.1 0.0 0.026
H 5.3397 -5.2388 -3.3321 0.3 0.0 0.1 0.039
H 4.8391 -6.8674 -3.0932 0.2 -0.4 0.3 0.058
H 6.5967 -6.4632 -3.3617 0.0 -0.3 0.2 0.046
C 6.2883 -3.9377 4.4927 0.8 0.1 -0.4 -0.264
S 5.4610 -2.6707 3.5077 0.0 0.1 0.5 0.816
O 4.9623 -1.6464 4.4661 -0.1 -0.1 0.0 -0.556
C 4.1073 -3.7163 2.9967 -0.6 0.3 -1.4 -0.291
H 7.3255 -3.6204 4.6150 0.0 0.1 0.0 0.043
H 6.2948 -4.8484 3.8946 -0.1 -0.2 0.2 0.049
H 5.8678 -4.0467 5.4898 -0.4 -0.1 -0.2 0.058
H 3.3610 -3.1158 2.4682 -0.1 0.4 0.7 0.012
H 3.6053 -4.3144 3.7501 0.3 -0.1 0.1 0.044
H 4.4492 -4.2752 2.1180 0.4 -0.6 0.6 0.042
C 6.5241 -1.8714 -2.1950 0.4 0.2 -0.3 -0.258
S 7.5540 -1.3122 -0.8289 0.0 -0.1 0.2 0.802
O 7.3127 -2.3192 0.2363 -0.1 0.0 0.3 -0.568
C 9.1456 -1.7484 -1.5146 0.1 -0.2 -1.0 -0.271
H 6.5983 -1.2252 -3.0723 0.0 0.1 0.1 0.040
H 5.5182 -1.8390 -1.7824 -0.1 -0.2 -0.1 0.030
H 6.8513 -2.8687 -2.4892 -0.2 -0.1 0.2 0.051
H 9.2697 -1.2760 -2.4938 0.1 0.3 0.2 0.057
H 9.1544 -2.8234 -1.7076 0.0 0.0 0.3 0.057
H 9.9545 -1.4702 -0.8474 -0.1 0.1 0.1 0.051
C -1.3311 -1.6651 -4.4878 -0.5 -0.3 0.1 -0.266
S -1.0305 -0.0435 -5.1871 0.0 -0.2 -0.3 0.808
O 0.2755 0.3405 -4.5847 0.3 0.4 0.2 -0.575
C -0.6210 -0.6224 -6.8486 0.5 -0.4 0.7 -0.255
H -0.4134 -2.2478 -4.5518 0.1 0.2 0.2 0.060
H -2.1271 -2.2422 -4.9626 -0.1 0.3 -0.2 0.059
H -1.6389 -1.4767 -3.4599 0.2 -0.1 0.1 0.041
H 0.2366 -1.2769 -6.6721 0.0 -0.1 -0.2 0.046
H -0.2756 0.2166 -7.4439 -0.4 0.1 -0.2 0.052
H -1.4485 -1.2006 -7.2506 -0.1 0.3 -0.3 0.055
C 1.0438 5.1386 2.3435 -0.2 -0.3 0.5 -0.255
S 0.2897 5.3805 0.7455 0.5 -0.3 -0.4 0.767
O -1.0908 4.8710 0.8509 -0.8 -0.1 0.0 -0.546
C 0.2597 7.1519 0.7912 0.2 1.1 -0.1 -0.282
H 2.1008 5.3944 2.3334 0.0 0.1 0.0 0.061
H 0.9173 4.0791 2.5719 0.3 -0.1 -0.2 0.044
H 0.4874 5.6799 3.1106 0.1 0.2 -0.1 0.059
H 1.2838 7.4849 0.5983 0.0 0.0 0.3 0.056
H -0.1181 7.5509 1.7329 0.1 -0.2 0.1 0.057
H -0.3344 7.6019 -0.0042 -0.2 -0.5 -0.2 0.052
C -1.4742 5.5688 -3.2900 0.5 -0.7 -0.5 -0.262
S -3.2595 5.4482 -3.4756 0.1 0.2 0.2 0.809
O -3.5087 5.3722 -4.9362 -0.1 0.1 -0.3 -0.561
C -3.3444 3.7567 -2.8858 -0.5 -0.1 -0.6 -0.268
H -1.1100 5.0261 -4.1694 0.0 -0.1 0.1 0.057
H -1.1652 5.0143 -2.4056 0.1 0.3 0.2 0.018
H -1.0424 6.5627 -3.3599 -0.4 0.2 0.3 0.049
H -3.2630 3.7473 -1.8017 0.1 -0.3 0.0 0.058
H -2.6391 3.1448 -3.4517 0.4 0.1 0.4 0.048
H -4.3143 3.3971 -3.2340 -0.2 0.2 0.4 0.053
```
Forces are in eV/Å.